This record from the OMol25 dataset describes C21H24N4O4S2 as an isolated structure. The level of theory is ωB97M-V/def2-TZVPD.

The geometry in XYZ format:
```
55
Properties=species:S:1:pos:R:3:mulliken_charge:R:1
C -3.266 -1.888 -2.341 -0.905
C -3.304 -2.751 -1.177 -0.839
N -3.032 -1.879 0.002 0.040
C -4.149 -1.383 0.671 0.164
O -5.351 -1.659 0.298 -0.671
C -3.730 -0.526 1.848 0.333
C -3.895 0.901 1.514 -1.338
C -2.712 1.298 0.206 0.141
O -2.794 0.829 -0.880 -0.456
N -1.609 1.930 0.831 0.119
C -0.375 2.214 0.375 0.347
C 0.572 1.844 1.194 -0.061
C 2.041 1.579 0.850 1.180
C 2.375 2.102 -0.326 -1.402
C 1.362 2.284 -1.419 -1.344
C -0.049 2.308 -0.830 1.133
C -0.958 2.611 -1.911 -1.788
H -1.652 1.880 -2.190 0.211
H -1.551 3.632 -1.597 0.276
H -0.535 3.239 -2.722 0.452
H 1.610 2.523 -2.399 0.543
H 3.273 2.095 -0.506 1.085
C 3.067 1.669 2.061 -1.902
H 3.619 2.504 2.270 0.376
H 3.731 0.901 1.503 0.442
H 2.707 1.368 2.962 0.390
H 0.394 1.341 2.312 -0.185
H -1.663 2.337 1.799 0.331
H -3.812 1.661 2.317 0.439
H -4.746 1.117 0.942 0.487
H -4.210 -0.500 2.675 0.649
S -1.961 -0.931 1.896 -0.361
C -1.876 -1.643 0.425 0.814
N -0.951 -2.078 -0.355 -0.375
C 0.374 -1.796 -0.109 0.331
C 1.208 -1.156 -1.191 -0.504
C 2.557 -1.184 -1.284 -0.922
C 3.132 -1.376 0.379 -0.437
C 2.384 -1.718 1.242 0.583
C 0.919 -1.800 1.214 -0.221
H 0.532 -2.311 2.136 0.491
H 2.778 -1.840 2.400 0.170
S 4.804 -1.310 0.269 1.201
O 5.459 -2.457 -0.501 -0.713
O 5.169 -1.048 1.546 -0.585
N 5.385 0.127 -0.564 -0.517
H 5.761 0.731 0.118 0.278
H 5.927 -0.113 -1.332 0.247
H 3.161 -0.817 -2.063 0.449
H 0.532 -1.137 -2.118 0.155
H -2.725 -3.525 -1.242 0.578
H -4.455 -3.072 -1.127 0.312
H -3.352 -2.427 -3.402 0.298
H -2.237 -1.588 -2.400 0.075
H -3.884 -1.114 -2.267 0.407
```

Results
HOMO level (Ha): -0.3043
ΔE to the lowest compared entry with this formula, charge and spin (kcal per mole): 348.8
Frontier orbital gap (eV): 8.09
Lowest unoccupied orbital energy (eV): -0.186
2S+1: 1
Largest force on an atom (eV Å⁻¹): 16.87